# 1
Below is a structure of composition C28H47BrNP3Pt, with properties calculated with ωB97M-V/def2-TZVPD.

Structure (XYZ):
```
81
Properties=species:S:1:pos:R:3:lowdin_spin:R:1
Pt -1.77334 0.92854 -3.09257 0.51
Br 0.36350 -0.65070 1.19581 0.03
P -2.55395 -2.61048 -1.70004 0.01
P 0.02108 1.68390 3.98789 0.04
P 2.37656 -1.66162 0.99121 0.04
N -1.11471 6.30948 -5.40732 0.04
C -1.89337 2.24869 0.46655 0.10
C 0.54356 0.03975 4.48472 0.01
C -0.89315 6.36811 -4.09807 -0.01
C 3.51871 -0.46160 1.69004 0.00
C -0.58868 -4.58285 -1.29423 0.00
C 1.34113 2.84191 4.28756 0.01
C -1.59975 1.97157 1.78764 0.07
C 2.72997 -1.92212 -0.75690 0.01
C -2.86720 -1.01126 -3.81703 0.04
C -0.25924 1.78803 2.18861 0.16
C -1.37712 5.14162 -5.98173 -0.01
C 4.92928 -1.03372 1.81505 0.00
C 0.50022 2.40822 -0.04007 0.04
C -2.62085 -0.90328 -2.30914 0.02
C -0.81314 -3.06765 -1.31723 0.00
C -1.12756 2.30896 -1.87111 0.26
C 3.05875 -4.35662 1.42032 0.00
C -0.94941 5.23712 -3.27573 0.04
C -1.45187 2.06944 4.92440 0.00
C -3.30376 -2.45798 -0.02141 0.00
C -0.84527 2.40967 -0.46823 0.18
C 2.23979 -3.17712 1.95219 0.00
C -1.45787 3.95108 -5.25273 0.04
C -4.36649 -3.53401 0.20610 0.00
C 0.77815 2.21211 1.30288 0.10
C -1.28860 2.72933 -3.12105 0.19
C 2.97353 -0.65586 -1.60557 0.00
C -1.23142 3.98358 -3.87285 0.02
H 3.50126 0.42584 1.03808 0.00
H 1.80060 2.30754 1.64798 0.01
H 1.45670 2.96708 5.37020 0.00
H 2.27475 2.45948 3.85437 0.00
H -3.74615 -1.45632 0.05928 0.00
H -2.27506 -1.82171 -4.24681 0.00
H 3.87919 -0.11731 -1.28018 0.00
H 3.13138 -0.14518 2.67015 0.00
H -1.68601 3.01079 -5.75452 0.00
H -0.17707 -2.57967 -2.07106 0.00
H -1.56150 -0.47414 -2.04390 0.01
H 3.13278 -0.97137 -2.64884 0.00
H 2.53263 -2.93824 2.98715 0.00
H -3.93301 -1.17354 -3.99735 0.00
H -2.02854 2.87082 4.44742 0.00
H -3.99275 -4.53104 -0.05108 0.00
H -2.08051 1.17312 5.02877 0.00
H -1.53450 5.13064 -7.05936 0.00
H -1.13815 2.39535 5.92407 0.00
H -1.17520 -5.07143 -0.50227 0.00
H 5.58174 -0.28190 2.27043 0.00
H 1.28269 2.54218 -0.78909 0.00
H -0.77810 5.33072 -2.20323 0.00
H -2.58363 -0.06578 -4.36692 0.01
H -2.92671 2.34489 0.11374 0.01
H -0.85523 -5.04622 -2.25398 0.00
H -3.44248 -0.43393 -1.75056 0.01
H 0.47235 -4.79391 -1.10657 0.00
H 2.98564 -5.19381 2.12415 0.00
H -0.66181 7.35132 -3.67988 0.00
H -0.30661 -0.65098 4.43398 0.00
H 1.08222 3.80396 3.82634 0.00
H 2.11603 0.03546 -1.59152 0.00
H -2.39670 1.88111 2.51878 0.00
H 2.68333 -4.71166 0.45208 0.00
H 1.34667 -0.33764 3.84337 0.00
H 0.90385 0.08701 5.52463 0.00
H -0.60548 -2.61353 -0.33464 0.00
H -5.26353 -3.33573 -0.38972 0.00
H -2.49736 -2.53361 0.71971 0.00
H 4.95700 -1.92406 2.45589 0.00
H 3.63641 -2.55623 -0.79183 0.00
H 1.90346 -2.51989 -1.18218 0.00
H 1.16993 -3.43602 1.97800 0.00
H 4.12220 -4.11083 1.31080 0.00
H 5.35845 -1.29379 0.83926 0.00
H -4.66269 -3.54204 1.25893 0.00
```

For the LUMO energy (alpha / beta), the calculation gives -5.488 / -7.204 eV. Its charge is +2. The value obtained for the energy above the lowest of the compared OMol25 structures with the same formula, charge and spin is 0.918 eV. The value obtained for the HOMO energy (alpha / beta) is -0.36068 / -0.47574 hartree. As for the spin multiplicity: 3. The frontier orbital gap (alpha / beta) is 0.1590 / 0.2110 Eh.


# 2
Below is a cluster of 7 separate species, C28H47ClN5O8 in total, with properties calculated with ωB97M-V/def2-TZVPD.

Structure (XYZ):
```
89
Properties=species:S:1:pos:R:3:lowdin_charge:R:1
Cl 0.57777 -0.07726 -0.03327 0.62
O 0.32523 -0.98319 -1.14353 -0.38
O -3.04445 2.78246 -3.02276 0.09
O -4.74277 -0.27478 -2.42031 0.06
O 1.11411 -0.82876 1.07139 -0.35
O 1.50404 0.95149 -0.48094 -0.38
O -1.61398 3.46490 -1.59449 0.03
O -5.33040 -1.86756 -1.09476 0.06
O -0.64665 0.55155 0.35839 -0.36
N 0.24551 3.80702 2.75830 -0.27
N 4.26650 -0.70246 -3.65525 -0.05
N 3.89143 -2.43939 -2.40113 -0.07
N -4.57226 -0.97833 -1.44310 -0.44
N -1.97141 2.71590 -2.48510 -0.45
C 4.09434 0.62427 -4.26705 -0.15
C 1.08884 1.85833 3.90294 -0.13
C 0.81162 3.51855 1.42135 0.02
C -2.49888 -5.19579 -3.06362 -0.08
C -1.76100 7.10792 2.10664 -0.08
C 1.30400 4.26880 3.78181 -0.07
C -1.35146 -2.87125 3.06395 -0.10
C -1.73105 -2.91028 1.74135 -0.11
C -2.80760 -3.66409 1.30900 -0.10
C -0.43768 -4.12640 -2.40598 -0.11
C 3.55566 1.63615 -3.25479 -0.05
C -3.43764 -4.50968 2.20723 -0.08
C 5.45948 -1.39283 -3.54503 0.01
C 3.20576 -3.39803 -1.54920 0.04
C -2.04851 -3.62089 3.99772 -0.09
C -0.94009 1.83199 -3.09176 0.05
C -2.36486 -6.02816 -1.96627 -0.10
C 5.20942 -2.45545 -2.74359 -0.01
C 2.00758 3.01942 4.32142 -0.13
C -3.35384 -0.75741 -0.61491 0.03
C -0.57010 6.15716 2.22687 -0.24
C -1.52704 -4.22992 -3.27778 -0.09
C 3.34935 -1.32920 -2.91725 0.01
C -0.18440 2.51371 3.43299 -0.09
C -0.33395 -4.96792 -1.31583 -0.11
C -1.27100 -5.97570 -1.12079 -0.09
C -3.09849 -4.44535 3.56639 -0.09
C -0.89989 4.76209 2.67275 -0.15
H -3.67826 -5.05399 4.24695 0.10
H -3.04318 -6.85529 -1.78060 0.11
H -1.72808 4.29079 2.14366 0.15
H 3.51130 0.45621 -5.17219 0.13
H 2.55857 1.35043 -2.91752 0.05
H -1.50858 -3.57301 -4.13828 0.10
H 1.59832 2.76963 1.46957 0.10
H 2.04976 3.18115 5.40383 0.12
H -1.18356 -6.65027 -0.28076 0.11
H -1.27435 4.83955 3.70220 0.14
H -3.07286 0.26068 -0.86670 0.08
H 5.87654 -3.25453 -2.46840 0.14
H 3.07307 3.01950 4.09903 0.12
H 3.84729 -4.26200 -1.40698 0.11
H 0.37964 -4.81103 -0.51228 0.10
H 0.25537 -3.29946 -2.50748 0.07
H 2.92562 -2.93598 -0.60355 0.11
H 6.27567 -1.06667 -4.16477 0.14
H 1.89952 4.96850 3.19785 0.13
H -0.18590 6.07652 1.20072 0.11
H 4.22268 1.74290 -2.40429 0.09
H -3.14096 -3.65553 0.27849 0.09
H 0.91553 1.11063 4.67101 0.13
H -2.13187 7.40161 3.08773 0.08
H 2.37260 -0.95003 -2.64653 0.15
H 1.65102 1.38708 3.09415 0.11
H -2.57231 6.68081 1.51503 0.08
H 2.29036 -3.72992 -2.03661 0.08
H -2.65809 -1.56526 -0.81635 0.08
H -0.28619 1.48075 -2.30215 0.06
H -3.28091 -5.33431 -3.79711 0.11
H 0.71724 4.78210 4.53914 0.13
H 0.00203 3.13319 0.80307 0.10
H 0.22186 6.65658 2.78708 0.12
H -0.47657 -2.30057 3.35223 0.10
H -3.55110 -0.75533 0.45451 0.10
H 3.42230 2.59496 -3.75529 0.09
H -4.14840 -5.26725 1.90295 0.10
H -0.78640 2.84125 4.28049 0.14
H -1.47581 1.05627 -3.62673 0.10
H 5.06638 0.95995 -4.62707 0.12
H -0.39676 2.49684 -3.76042 0.10
H -1.78627 -3.73093 5.04196 0.10
H 1.23398 4.41629 0.97597 0.11
H -0.77545 1.86691 2.78625 0.14
H -1.43327 7.97580 1.53755 0.08
H -1.26275 -2.28717 0.98864 0.07
```

For the LUMO energy, the calculation gives -2.141 eV. Its charge is +1. The value obtained for the HOMO energy is -0.38832 hartree. The frontier orbital gap is 0.3096 Eh.


# 3
Below is a structure of composition C28H47CoN6P2, with properties calculated with ωB97M-V/def2-TZVPD.

Structure (XYZ):
```
84
Properties=species:S:1:pos:R:3:lowdin_spin:R:1
Co 0.42399 0.32336 0.69314 2.66
P 1.50732 1.71470 -0.88848 0.05
P -1.52818 -0.94638 1.35602 0.06
N 2.31749 0.62129 3.47248 0.00
N -0.11753 -0.69913 -1.18021 0.40
N 3.67648 -1.19775 3.06198 0.00
N 0.52138 1.62594 2.34682 0.06
N 1.97663 -0.65514 1.55168 0.04
N 1.20958 2.38183 4.42960 0.00
C 3.97292 0.50179 -1.17142 0.00
C 0.94188 4.26977 0.13168 0.00
C 1.53642 1.36317 -3.70070 0.00
C 1.30325 1.55210 3.36788 0.01
C -3.12018 0.01297 1.16956 0.01
C -2.05410 -4.37673 -0.86878 0.09
C -1.52910 -2.20009 0.03684 0.07
C 3.93990 2.58504 0.23562 0.00
C -0.69285 -1.93601 -1.07757 0.03
C -3.34417 0.92012 2.38464 0.00
C 3.35880 1.88963 -0.99370 0.01
C -4.36748 -0.78508 0.80374 0.00
C -0.62120 -1.41458 3.96583 0.00
C -1.52687 -2.03178 2.89882 0.01
C 4.28650 -1.01563 4.37144 0.00
C -0.44129 -0.58923 -3.60333 0.11
C -0.46195 -2.98074 -1.99988 0.08
C 0.16728 -0.16302 -2.39629 0.03
C 0.00178 -0.11749 -4.81741 -0.01
C 1.03250 0.81692 -4.87500 0.13
C 4.17044 -2.27161 2.21427 0.00
C -2.22061 -3.39993 0.10396 0.00
C -0.59956 3.35083 -1.63934 0.00
C 2.64549 -0.43868 2.64414 0.01
C -1.13765 -4.17520 -1.89499 -0.01
C 0.84892 3.43588 -1.15809 0.01
C 1.08998 0.91848 -2.46854 0.10
C -2.88121 -2.37146 3.51377 0.00
H -2.90625 -3.57990 0.91829 0.00
H -2.72704 -3.08693 4.32215 0.00
H 1.83092 2.34242 5.21859 0.00
H 1.40191 1.15815 -5.83139 0.01
H -3.35169 -1.49020 3.94282 0.00
H -0.46121 -0.47091 -5.72686 0.00
H 1.55980 3.79523 0.89312 0.00
H -5.18486 -0.08586 0.62435 0.00
H 5.16497 -2.55658 2.54274 0.00
H -1.21747 2.85602 -0.88557 0.00
H 4.99548 -1.81740 4.54553 0.00
H 3.54649 -1.07080 5.17279 0.00
H -1.05432 -2.95769 2.55158 0.00
H -0.13615 2.39590 2.41601 0.00
H 5.04901 0.58138 -1.32148 0.00
H -4.21690 -1.36837 -0.10310 0.00
H 3.66833 3.63750 0.26661 0.00
H 0.36587 -1.21268 3.55950 0.00
H 4.25201 -1.93618 1.18004 0.00
H 3.79180 -0.09641 -0.27855 0.00
H 0.49209 3.08514 4.44547 0.00
H 4.83756 -0.07414 4.42933 0.00
H 2.89132 0.71576 4.29557 0.00
H 1.46764 3.88634 -1.94079 0.00
H 1.36280 5.25001 -0.07935 0.00
H -0.51510 -2.10409 4.80304 0.00
H -2.39762 1.21001 2.84583 0.00
H -3.95154 0.42052 3.13572 0.00
H 3.52691 -3.15404 2.26430 0.00
H -0.99157 4.35293 -1.80326 0.00
H -0.95006 -4.95488 -2.61935 0.00
H 0.29283 -2.85514 -2.76324 0.00
H -2.60434 -5.30420 -0.80924 0.00
H 2.27851 2.14884 -3.76339 0.00
H -3.87523 1.82270 2.08550 0.00
H -3.56469 -2.82665 2.80248 0.00
H 3.59436 2.10384 1.15307 0.00
H -1.04240 -0.48457 4.34733 0.00
H -0.04847 4.42638 0.55716 0.00
H 3.56599 2.49490 -1.88226 0.00
H -0.69033 2.80035 -2.57452 0.00
H -4.67955 -1.44953 1.60566 0.00
H 3.54859 -0.01641 -2.03083 0.00
H -1.28097 -1.26711 -3.56258 0.00
H -2.87833 0.64887 0.30592 0.00
H 2.27382 -1.48889 1.06077 0.00
H 5.02750 2.52370 0.21187 0.00
```

For the LUMO energy (alpha / beta), the calculation gives -4.366 / -7.130 eV. Its charge is +2. The value obtained for the HOMO energy (alpha / beta) is -0.47926 / -0.51365 hartree. As for the spin multiplicity: 5. The frontier orbital gap (alpha / beta) is 0.3188 / 0.2516 Eh.